The following is a DFT calculation (ωB97M-V/def2-TZVPD) of 5 unconnected molecules or ions with the total composition C37H47N5O11Si at a distorted geometry.

Element x y z (Å)
C: -6.906 -0.714 1.810
C: -7.542 -0.287 0.485
C: -8.988 -0.843 0.506
C: -6.833 -0.836 -0.759
C: -5.653 0.047 -1.260
Si: -3.932 -0.696 -1.005
C: -3.648 -1.531 0.677
C: -4.114 -3.015 0.629
C: -3.349 -3.821 1.706
C: -2.332 -4.799 1.147
O: -2.797 -5.501 -0.040
C: -2.054 -5.136 -1.108
O: -2.488 -4.534 -1.997
C: -2.536 0.563 -1.286
C: -2.419 1.624 -0.176
C: -1.559 1.162 0.986
N: -2.161 1.124 2.228
O: -0.414 0.886 0.846
H: -6.064 -0.098 2.117
H: -7.660 -0.595 2.586
H: -6.632 -1.763 1.829
H: -7.560 0.799 0.465
H: -9.607 -0.121 1.029
H: -9.373 -0.995 -0.497
H: -8.990 -1.802 1.008
H: -7.566 -0.830 -1.558
H: -6.519 -1.872 -0.655
H: -5.719 1.063 -0.871
H: -5.767 0.136 -2.338
H: -3.754 -1.751 -2.032
H: -4.176 -1.006 1.469
H: -2.581 -1.516 0.894
H: -5.170 -3.086 0.855
H: -3.984 -3.406 -0.372
H: -2.796 -3.103 2.305
H: -4.045 -4.290 2.392
H: -2.123 -5.551 1.902
H: -1.437 -4.249 0.891
H: -1.010 -5.477 -1.132
H: -2.680 1.095 -2.223
H: -1.593 0.024 -1.362
H: -1.968 2.544 -0.533
H: -3.410 1.895 0.188
H: -1.790 0.356 2.774
H: -3.168 1.048 2.171
O: 2.081 -3.695 1.677
N: 1.414 -3.105 0.849
O: 0.256 -2.756 1.013
C: 2.043 -2.786 -0.439
C: 3.348 -3.188 -0.673
C: 3.932 -2.905 -1.896
C: 3.213 -2.223 -2.869
C: 1.910 -1.818 -2.618
C: 1.317 -2.100 -1.398
H: 3.909 -3.717 0.084
H: 4.949 -3.218 -2.093
H: 3.668 -2.009 -3.821
H: 1.353 -1.283 -3.375
H: 0.301 -1.785 -1.206
O: 6.712 2.327 3.579
N: 5.515 2.539 3.581
O: 4.975 3.460 4.171
C: 4.652 1.621 2.823
C: 5.221 0.542 2.169
C: 4.399 -0.331 1.474
C: 3.028 -0.114 1.438
C: 2.472 0.977 2.091
C: 3.287 1.852 2.789
H: 6.287 0.375 2.196
H: 4.827 -1.182 0.961
H: 2.388 -0.797 0.901
H: 1.403 1.143 2.054
H: 2.855 2.701 3.299
O: -2.467 7.248 4.266
N: -1.393 7.712 3.929
O: -1.246 8.780 3.363
C: -0.186 6.925 4.225
C: -0.317 5.691 4.836
C: 0.820 4.943 5.094
C: 2.071 5.435 4.744
C: 2.187 6.679 4.139
C: 1.054 7.432 3.876
H: -1.290 5.308 5.109
H: 0.732 3.974 5.566
H: 2.958 4.845 4.940
H: 3.162 7.061 3.869
H: 1.145 8.398 3.403
O: 5.404 -0.676 -3.981
N: 6.537 -0.932 -4.358
O: 7.443 -1.281 -3.628
C: 6.823 -0.808 -5.795
C: 5.823 -0.379 -6.649
C: 6.103 -0.244 -7.999
C: 7.371 -0.541 -8.479
C: 8.362 -0.979 -7.611
C: 8.090 -1.114 -6.259
H: 4.835 -0.148 -6.277
H: 5.332 0.096 -8.677
H: 7.589 -0.429 -9.533
H: 9.349 -1.211 -7.987
H: 8.862 -1.452 -5.584

Values from the calculation:
Frontier orbital gap = 8.87 eV
E_tot = -2828.6490 a.u.
SMILES string = CC(C)CC[Si@H](CCCCOC=O)CCC(N)=O.O=[N+]([O-])c1ccccc1.O=[N+]([O-])c1ccccc1.O=[N+]([O-])c1ccccc1.O=[N+]([O-])c1ccccc1
Maximum force = 0.07147 Eh/bohr